Record 1
DFT (ωB97M-V with the def2-TZVPD basis set) results for C29H36FeN5O5PS2 as an isolated structure at a distorted geometry.

The geometry in XYZ format:
```
79
C29H36FeN5O5PS2 (ωB97M-V with the def2-TZVPD basis set)
C -0.515 -1.286 -2.809
H -1.336 1.037 -3.458
C -1.286 -3.681 3.174
N 0.379 3.103 -0.707
N 0.049 -1.496 -9.633
H -3.384 1.783 -2.250
C -2.710 2.067 4.601
H 1.107 3.560 1.168
C -2.132 0.814 4.334
C -0.399 -1.346 -4.255
C 0.725 -0.750 -6.307
H 5.044 -0.375 1.693
C 0.378 4.210 -1.705
H 2.247 3.802 -0.111
H 1.005 4.022 -2.577
H 1.840 2.165 0.484
H -3.102 4.958 4.253
H -1.727 -5.706 3.345
H 2.668 -3.661 -0.264
H 1.879 -4.336 1.162
H -1.931 -2.683 -7.058
O 2.868 -2.507 1.447
H 2.481 -1.124 -2.578
C 0.051 1.856 4.213
H 3.617 -4.377 1.025
H 0.097 1.990 -3.030
C -0.527 3.092 4.415
C -1.321 -2.069 -5.010
C -0.220 -1.447 -7.044
H -1.724 5.287 5.323
H 2.100 0.176 -1.501
H -0.655 4.293 -2.058
H -2.689 0.248 -1.535
S -0.023 -0.860 3.947
H -1.412 2.877 -3.519
H 0.058 4.002 4.456
H -1.768 -6.122 0.888
H 1.115 1.771 4.124
H -3.180 1.675 -0.550
C -1.270 -4.062 0.455
O 1.404 -0.687 4.033
H -3.767 2.132 4.774
H 1.562 -0.254 -6.762
H -3.099 4.432 5.921
O -0.682 -1.724 4.914
S -0.693 1.262 0.844
H 3.970 -0.605 3.046
C -1.255 -2.124 -6.436
C -1.899 3.197 4.647
Fe -0.123 -0.982 0.394
C -0.881 -2.694 2.276
O 3.004 0.029 1.314
H 0.683 5.103 -1.166
N -0.414 -1.390 2.459
C -2.743 1.355 -1.468
H -1.379 -3.441 4.211
C -0.060 -1.496 -8.492
H 3.777 0.012 -1.999
C 4.203 0.054 2.212
H 1.360 -0.101 -4.397
H 4.378 1.086 2.487
C -1.535 -5.128 1.251
P 2.356 -1.244 0.677
C -0.753 0.741 4.133
C -1.017 1.999 -3.027
C 1.474 3.160 0.228
C 2.871 -0.531 -1.772
N -0.893 -2.893 0.959
H -2.767 -0.059 4.319
C -2.469 4.544 5.039
C -0.574 -1.166 -1.589
C 0.624 -0.681 -4.929
C 2.731 -3.807 0.819
H -1.311 -4.102 -0.630
C -1.522 -4.937 2.633
O 3.145 -1.453 -0.693
C -0.586 2.155 -0.642
N -1.432 1.940 -1.648
H -2.088 -2.603 -4.491
```

Its charge is +1. The calculated total energy comes out at -113684.363 eV. The spin multiplicity is 6. The calculation puts the HOMO energy (alpha / beta) at -11.026 / -10.943 eV. Its energy relative to the best compared isomer or geometry (same formula, charge and spin) is 0.0 kcal/mol. As for the LUMO energy (alpha / beta): -2.3 / -4.4 eV. The value obtained for the maximum force is 1.956 eV Å⁻¹.



Record 2
DFT (ωB97M-V with the def2-TZVPD basis set) results for one molecule with the formula C5H11NO at a distorted geometry.

The geometry in XYZ format:
```
18
C5H11NO (ωB97M-V with the def2-TZVPD basis set)
H -0.352 0.117 1.352
C -2.432 -0.325 0.542
N -1.313 -0.697 -0.275
C 2.624 0.649 0.252
H -0.950 1.313 -1.075
H 3.207 1.560 0.394
C 0.655 -0.101 -0.697
H 0.163 -1.605 1.020
H -0.972 -0.014 -2.290
H -3.252 0.049 -0.089
C -0.113 -0.658 0.538
H -2.781 -1.211 1.090
H 2.364 0.231 1.237
O 1.477 1.003 -0.480
H 3.235 -0.093 -0.286
H 1.185 -0.852 -1.316
H -2.008 0.389 1.335
C -0.737 0.246 -1.251
```

The calculated total energy comes out at -8898.886 eV. The calculation puts the HOMO energy at -8.768 eV. Its energy relative to the best compared isomer or geometry (same formula, charge and spin) is 64.8 kcal/mol. As for the LUMO energy: 1.1 eV. The value obtained for the maximum force is 1.724 eV Å⁻¹.



Record 3
DFT (ωB97M-V with the def2-TZVPD basis set) results for C58H35N7O9SW as an isolated structure at a distorted geometry.

The geometry in XYZ format:
```
111
C58H35N7O9SW (ωB97M-V with the def2-TZVPD basis set)
H -5.045 0.513 -6.042
C -5.518 -1.636 1.950
C -4.247 -0.191 -5.857
C 0.588 -2.737 5.176
C 5.617 -4.410 -1.945
O 8.676 0.178 0.350
C -2.351 -1.523 1.961
C 3.934 -0.232 -5.053
C -2.248 -1.930 -2.146
N 1.788 1.126 -1.997
C 4.236 -1.404 -5.616
C 0.064 -0.083 -4.067
C 1.962 -2.553 7.137
C 2.025 -2.618 -0.088
H -8.055 -3.618 2.988
C 2.864 -0.133 -4.033
C -1.813 -1.028 -3.107
C -2.192 -2.004 -5.377
N -0.952 -1.407 1.698
C 6.562 -3.495 -2.395
C -2.883 -2.549 -0.144
C -3.811 -3.090 -1.039
C -2.642 -1.038 3.286
O 4.305 1.234 -2.258
C 6.003 3.276 0.295
C -2.886 -2.042 -6.575
C -6.119 -4.314 2.389
H -3.943 -2.839 -3.224
C 2.850 -2.926 1.095
O 5.552 5.512 0.066
H 4.788 -0.641 -2.042
C -4.559 -2.615 1.713
C 0.911 -1.174 3.249
O 2.786 2.419 -3.818
C 4.280 1.684 0.655
H -7.524 -1.241 2.581
H -1.284 -0.335 4.852
C -6.776 -2.001 2.405
H 4.958 -0.359 0.924
C -1.474 -0.700 3.857
C 1.261 -1.659 4.608
O 2.605 0.047 0.455
H 8.028 2.543 0.227
C 4.053 -2.608 -1.571
C -2.531 -1.052 -4.418
O 1.972 2.121 1.163
C -0.669 -0.224 -2.896
H -1.400 -2.715 -5.176
C -3.911 -1.134 -6.815
C 1.719 -1.535 -2.167
C 6.253 -2.144 -2.432
H -4.116 -4.721 1.745
C 2.630 -1.473 6.577
H 5.009 -1.444 -6.370
H -4.450 -1.166 -7.751
C -7.076 -3.337 2.629
C 2.839 1.393 0.820
H 3.931 3.804 0.402
C 2.669 -2.234 -1.208
C 2.876 -2.118 2.152
N -0.150 -0.028 -1.565
C -3.559 -0.148 -4.650
C -3.204 -2.251 1.225
C 4.660 3.008 0.454
H 3.416 -0.976 7.126
H 3.621 -4.690 -1.229
C 5.003 -1.699 -2.024
N 1.407 -0.473 1.010
O 7.595 4.869 -0.134
H 2.309 -3.600 -3.824
C 4.369 -3.971 -1.539
H -0.204 -3.236 4.630
C 0.942 -3.185 6.439
H 3.923 -3.574 -5.653
H 2.234 -2.900 8.124
C 2.230 -1.418 -3.593
H 4.459 0.675 -5.319
C -4.863 -3.957 1.926
C 5.227 0.671 0.739
H -6.350 -5.356 2.564
H -5.291 -0.595 1.757
H 3.512 -2.288 3.007
H 2.787 -0.173 4.876
N 6.421 4.676 0.054
C 1.235 0.011 -1.820
N 7.557 -0.071 0.712
C 3.607 -2.648 -5.194
H -3.628 -1.012 3.720
C -3.419 -2.693 -2.296
C 6.555 1.011 0.597
C 2.711 -2.670 -4.205
C 2.281 -1.025 5.312
H 7.537 -3.837 -2.711
H -0.583 -0.011 -4.932
C 1.770 -1.162 2.221
W 0.183 -1.480 -0.222
N -1.833 -1.945 -0.794
H -3.820 0.586 -3.899
H -2.631 -2.781 -7.321
S 3.086 1.299 -2.999
H 3.505 -3.786 1.048
H 1.434 -0.696 -5.540
O 7.162 -1.136 1.126
H -4.711 -3.607 -0.762
H 5.849 -5.465 -1.919
C -0.459 -0.997 2.904
H 0.426 -4.027 6.877
C 1.418 -0.442 -4.487
O 0.528 -2.281 -1.996
C 6.982 2.300 0.354
H 6.990 -1.429 -2.772
```

Its charge is +2. The calculated total energy comes out at -102203.989 eV. The calculation puts the HOMO energy at -13.072 eV. Its energy relative to the best compared isomer or geometry (same formula, charge and spin) is 257.6 kcal/mol. As for the LUMO energy: -8.2 eV. The value obtained for the maximum force is 1.208 eV Å⁻¹.



Record 4
DFT (ωB97M-V with the def2-TZVPD basis set) results for a 13-piece molecular cluster, C30H84F6N6O12P overall at a distorted geometry.

The geometry in XYZ format:
```
139
C30H84F6N6O12P (ωB97M-V with the def2-TZVPD basis set)
F -6.768 -20.156 -3.541
H -8.341 -19.537 -4.734
C -10.879 -22.914 -2.569
H -1.443 -16.290 -3.972
C -13.637 -17.950 -2.645
C -8.291 -15.942 -6.852
C -9.046 -20.889 -5.934
H -8.147 -14.673 -0.647
C -7.070 -23.935 -0.074
O -9.604 -21.160 -6.984
P -7.168 -19.580 -2.071
H -10.546 -18.620 -4.072
H -8.412 -23.769 1.574
O -6.955 -16.119 -7.125
C -3.639 -16.224 -6.484
F -7.290 -18.170 -2.758
N -9.098 -19.829 1.483
C -5.750 -20.953 -7.939
C -6.635 -12.387 -1.617
O -5.461 -14.318 -2.572
C -1.390 -17.153 -3.307
H -4.806 -24.081 -0.223
H -4.162 -20.889 -2.201
F -8.719 -19.726 -2.350
F -7.235 -21.165 -1.538
H -7.814 -22.482 -0.954
C -8.447 -16.578 -5.462
C -4.764 -19.246 3.033
H -8.719 -17.629 -8.030
H -9.225 -18.888 -6.099
O -3.938 -19.702 4.078
C -12.537 -18.807 -3.299
H -3.392 -15.794 -4.419
H -9.468 -16.729 -5.112
H -8.684 -22.778 -5.502
C -5.274 -20.859 -9.406
C -6.722 -13.814 -2.056
O -1.024 -16.089 -1.271
F -7.332 -18.935 -0.553
H -2.440 -21.094 -2.120
O -10.673 -23.493 -0.229
C -5.286 -20.317 2.177
H -4.661 -17.363 -3.363
H -0.814 -15.303 -1.781
O -4.990 -21.910 -7.248
H -6.834 -24.041 2.101
H -5.598 -20.058 1.166
C -2.346 -18.106 -1.033
C -4.655 -17.560 -4.436
H -8.080 -15.815 -4.775
H -4.438 -20.989 2.048
H -3.271 -18.604 1.589
H -8.397 -14.864 -6.727
O -8.031 -23.413 -0.870
H -3.418 -15.191 -6.754
C -11.189 -18.084 -3.374
H -4.321 -16.700 -7.188
H -1.468 -18.638 -0.668
O -5.222 -15.331 -5.061
H -13.129 -24.405 -2.119
C -4.190 -16.219 -5.028
H -5.561 -21.759 -9.950
H -10.610 -24.953 -1.676
F -5.554 -19.629 -1.784
C -10.224 -20.245 1.188
C -1.953 -16.856 -1.909
H -7.301 -15.815 -1.526
H -13.630 -17.958 -1.556
H -13.509 -16.889 -2.861
H -2.851 -16.247 -2.014
N -8.923 -19.679 -5.548
O -2.163 -21.376 -4.625
H -11.267 -17.076 -3.781
C -5.570 -19.569 -7.299
H -3.050 -17.772 -0.271
C -7.141 -14.862 -1.020
H -8.781 -19.803 2.442
H -11.400 -20.793 -0.169
H -4.014 -18.409 -4.673
H -5.929 -12.204 -0.807
O -10.954 -20.555 2.117
C -9.060 -16.595 -7.996
H -4.871 -14.315 -1.814
C -12.564 -24.256 -1.199
H -14.605 -18.295 -3.011
H -4.186 -20.800 -9.418
O -12.282 -19.951 -2.531
H -8.594 -19.452 0.694
H -11.330 -20.050 -2.611
C -11.136 -24.022 -1.461
N -3.282 -21.039 -2.674
H -5.619 -19.922 -9.842
C -3.931 -18.172 2.341
C -3.207 -21.165 -3.964
N -4.425 -21.162 -4.455
H -11.766 -22.412 -2.955
H -5.638 -23.707 -1.697
N -10.501 -20.337 -0.110
C -7.383 -23.510 1.324
H -12.815 -19.254 -4.254
H -4.519 -19.288 -7.224
H -6.007 -19.628 -6.302
H -10.139 -16.741 -7.953
H -10.290 -23.245 -3.425
H -5.667 -18.702 3.311
H -2.017 -17.925 -3.753
H -7.723 -21.653 -4.529
H -6.781 -21.299 -7.860
H -0.337 -17.400 -3.174
H -4.449 -17.559 1.603
H -7.101 -22.457 1.343
H -9.731 -23.368 -0.368
H -8.777 -16.185 -8.966
H -2.712 -16.795 -6.538
H -7.574 -11.954 -1.273
H -5.248 -20.853 -3.960
H -5.675 -17.797 -4.739
C -5.661 -23.534 -0.621
H -10.700 -17.961 -2.407
H -3.640 -18.978 4.633
H -6.001 -18.743 -7.864
H -5.486 -22.480 -0.406
H -2.861 -18.795 -1.702
H -12.994 -23.355 -0.762
H -9.914 -20.028 -0.873
H -5.375 -15.065 -4.151
H -4.467 -21.392 -5.438
H -7.964 -17.531 -5.248
H -7.257 -25.005 -0.173
H -6.402 -15.100 -0.254
H -6.389 -15.964 -6.365
H -3.394 -17.526 3.035
H -6.315 -11.836 -2.501
H -12.780 -25.066 -0.503
H -7.466 -13.836 -2.852
H -4.054 -21.698 -7.264
H -6.108 -20.836 2.670
N -8.439 -21.841 -5.216
H -10.235 -22.143 -2.145
```

Its charge is -1. The calculated total energy comes out at -91585.786 eV. The calculation puts the HOMO energy at -6.884 eV. As for the LUMO energy: 1.8 eV. The value obtained for the maximum force is 8.707 eV Å⁻¹.



Record 5
DFT (ωB97M-V with the def2-TZVPD basis set) results for C4H6Cl2O2 as an isolated structure at a distorted geometry.

The geometry in XYZ format:
```
14
C4H6Cl2O2 (ωB97M-V with the def2-TZVPD basis set)
H 2.744 1.180 -0.358
H -2.167 -0.338 0.179
Cl -0.784 1.856 -0.934
C 1.919 1.110 0.417
C 0.201 0.446 -0.298
C 0.258 -0.607 -1.331
H -1.484 -1.544 1.174
H -0.579 -1.258 -1.382
H 0.287 -0.065 -2.322
H -2.138 0.029 1.953
Cl 1.451 -1.778 -0.671
O 2.112 1.444 1.518
C -1.597 -0.499 1.126
O -0.223 0.024 0.929
```

The calculated total energy comes out at -33382.319 eV. The calculation puts the HOMO energy at -9.349 eV. Its energy relative to the best compared isomer or geometry (same formula, charge and spin) is 43.2 kcal/mol. As for the LUMO energy: 0.7 eV. The value obtained for the maximum force is 3.864 eV Å⁻¹.



Record 6
DFT (ωB97M-V with the def2-TZVPD basis set) results for C34H46F2N4OS4Sc as an isolated structure.

The geometry in XYZ format:
```
92
C34H46F2N4OS4Sc (ωB97M-V with the def2-TZVPD basis set)
C 0.636 4.322 -2.948
C 1.801 4.197 -3.686
N -2.464 -1.041 0.486
H -4.314 -0.659 2.610
H -4.018 -2.438 2.388
F -1.680 1.828 2.089
H -4.907 -2.387 0.466
H 4.971 -1.378 -2.672
C 3.746 0.427 -2.944
N 1.247 2.442 -1.600
C 4.997 -0.997 0.095
C -0.101 -0.387 -3.656
H -0.169 -1.294 -5.626
C -3.052 -2.842 2.134
H -3.113 -5.396 4.392
C 2.168 -0.796 3.305
C 2.695 3.196 -3.355
N 4.473 -0.168 -0.962
H 2.562 -2.436 -3.360
H -7.700 0.062 1.102
C -3.825 -0.479 0.464
H -0.336 -0.976 4.856
S 0.612 -0.012 2.920
H 4.209 -1.650 0.477
H -0.422 -2.594 0.043
C 0.409 3.423 -1.919
H -3.601 0.862 2.125
N 3.265 1.303 -1.984
H -3.823 -3.800 4.649
H -1.111 -5.447 3.134
C -2.242 -2.237 1.142
H -1.239 0.095 -5.414
H 0.810 -4.789 0.134
H -5.880 0.023 -2.176
H -6.951 -1.579 -0.601
H 5.357 -0.357 0.898
H -6.046 1.040 2.675
C -0.501 -1.106 3.786
C -1.045 -2.935 0.859
C 0.876 -1.124 -3.103
C -2.649 -3.971 2.840
H -1.508 -0.784 3.520
H -7.177 0.816 -1.277
H -3.486 0.357 -1.486
O 0.454 -0.384 1.464
H 0.812 -5.655 1.683
S 1.125 -1.235 -1.364
S 3.542 1.746 0.715
H -4.970 2.639 1.108
H 1.216 -2.787 -4.443
C -6.240 -0.836 -0.224
C -6.689 -0.358 1.161
C -3.570 -4.543 3.889
H -6.733 -1.207 1.852
C -0.263 -0.311 -5.155
H -0.094 5.089 -3.168
H -0.501 3.474 -1.337
H -1.601 3.021 0.495
H 2.111 -1.844 3.010
H -6.647 2.345 0.632
C -4.851 -1.472 -0.122
C -6.186 0.358 -1.180
Sc -0.732 0.101 -0.220
C 4.479 -0.496 -2.305
C -5.659 1.880 0.723
H 2.259 -1.412 -4.769
H 2.385 -0.693 4.368
H -5.098 2.218 -1.339
H 3.441 0.500 -3.970
C -5.183 1.379 -0.641
H -4.509 -4.881 3.444
C -1.009 2.172 0.874
C 2.362 2.352 -2.299
C -5.712 0.696 1.690
C 0.702 -4.676 1.214
C -1.421 -4.566 2.582
C 1.780 -1.978 -3.963
H -0.356 -2.140 3.469
H 2.911 -0.268 2.704
C -3.809 0.714 -0.507
H 1.535 -4.048 1.543
H 2.019 4.876 -4.501
C 3.722 0.946 -0.742
F 0.176 2.758 1.325
S -1.311 0.471 -2.717
C -0.623 -4.046 1.561
H 3.634 3.070 -3.876
H -3.086 1.460 -0.156
H -4.490 -1.759 -1.116
H 0.494 0.338 -5.612
H 5.814 -1.599 -0.301
C -4.310 0.090 1.820
```

Its charge is -1. The calculated total energy comes out at -113494.515 eV. The calculation puts the HOMO energy at -3.419 eV. Its energy relative to the best compared isomer or geometry (same formula, charge and spin) is 0.0 kcal/mol. As for the LUMO energy: 2.4 eV. The value obtained for the maximum force is 0.537 eV Å⁻¹.



Record 7
DFT (ωB97M-V with the def2-TZVPD basis set) results for C10H23BCaN2O5PS as an isolated structure at a distorted geometry.

The geometry in XYZ format:
```
44
C10H23BCaN2O5PS (ωB97M-V with the def2-TZVPD basis set)
C 0.974 -0.827 -1.297
H 1.521 -0.771 -3.117
H -1.561 -2.526 0.163
H 1.017 1.228 -1.264
H -1.523 2.532 0.687
H 3.413 1.247 -0.767
H -3.519 1.439 -0.261
H -2.866 3.640 0.515
N 4.156 1.680 1.133
C -2.147 3.041 -0.043
H -3.618 2.636 -1.528
H -2.687 0.740 -2.583
H -1.273 1.745 -2.359
Ca -0.109 -0.641 2.491
O 0.455 -4.512 1.301
H -0.024 -2.732 -0.982
C -2.911 2.057 -0.931
H 3.642 -0.151 0.345
B -1.294 -0.035 -1.079
P -2.348 -1.356 -0.043
O -2.628 -0.827 1.364
H 0.089 -1.289 1.080
H -0.735 -2.491 3.231
H -3.474 -1.894 -0.703
O -0.313 -0.769 -1.955
N -1.010 -3.201 2.553
C 0.095 -3.420 1.552
H -1.786 -2.790 2.019
C 0.732 -2.154 0.881
H 1.638 0.416 1.558
H 3.879 2.655 1.119
S -1.143 4.258 -0.942
C -2.030 1.173 -1.819
O -0.427 0.464 0.038
C 0.861 0.496 -0.454
C 0.865 -2.231 -0.618
H -0.053 3.542 -1.258
O 1.966 -0.774 -2.258
H 1.553 1.997 0.869
C 3.309 0.883 0.252
C 1.810 0.966 0.610
H 1.698 -2.860 -0.930
H 4.076 1.368 2.095
H 1.732 -1.951 1.335
```

Its charge is +1. The calculated total energy comes out at -63192.806 eV. The calculation puts the HOMO energy at -11.266 eV. As for the LUMO energy: -5.5 eV. The value obtained for the maximum force is 5.888 eV Å⁻¹.